C4H8O in the gas phase, computed with ωB97M-V/def2-TZVPD.

The geometry in XYZ format:
```
13
Properties=species:S:1:pos:R:3:lowdin_charge:R:1
C -1.37474 0.30414 0.29524 -0.08
C -0.00569 0.16385 -0.39366 -0.40
C 0.55209 -1.23510 -0.18008 -0.09
C 1.04598 1.16384 0.09972 -0.23
O 2.08746 0.79285 0.59159 0.04
H -2.08636 -0.43584 -0.09678 0.08
H -1.28469 0.11147 1.37003 0.08
H -1.82396 1.29100 0.15048 0.07
H -0.15812 0.31734 -1.47445 0.14
H 1.50656 -1.36936 -0.69511 0.08
H -0.17178 -1.96288 -0.55238 0.08
H 0.73086 -1.41279 0.88529 0.09
H 0.88145 2.26051 0.00553 0.13
```

Calculated values
* energy relative to the best compared isomer or geometry (same formula, charge and spin): 30.5 kJ/mol
* orbital gap: 0.39592 hartree
* E_HOMO: -0.3608 Eh
* maximum force: 0.53 eV/Å
* structure (SMILES): CC(C)C=O
* 2S+1: 1
* charge: 0



A gas-phase ion, C2H6N3 (charge +1) at a distorted geometry, computed with ωB97M-V/def2-TZVPD.

The geometry in XYZ format:
```
11
Properties=species:S:1:pos:R:3:lowdin_charge:R:1
N -1.48894 -0.39286 -0.02217 0.06
N -0.84889 0.76815 -0.43625 0.06
C 0.40683 0.63963 -0.15679 -0.13
C 1.14984 -0.80394 0.18625 0.05
N 1.67683 0.53704 0.08926 0.12
H -1.62628 -0.50128 0.98208 0.12
H -2.44015 -0.42129 -0.33019 0.11
H -1.24493 1.65707 -0.62851 0.17
H 0.89044 -1.20349 1.16423 0.11
H 1.03820 -1.45528 -0.65459 0.11
H 2.48707 1.17624 -0.19332 0.21
```

Calculated values
* energy relative to the best compared isomer or geometry (same formula, charge and spin): 450.3 kJ/mol
* orbital gap: 0.41663 hartree
* E_HOMO: -0.5486 Eh
* maximum force: 4.61 eV/Å
* structure (SMILES): N/[NH+]=C1\CN1
* 2S+1: 1
* charge: +1



2 unconnected molecules or ions with the total composition C3H7O2S at a distorted geometry, computed with ωB97M-V/def2-TZVPD.

The geometry in XYZ format:
```
13
Properties=species:S:1:pos:R:3:lowdin_charge:R:1
O -1.61240 2.40317 0.66619 0.05
C -0.97752 1.57565 0.07013 -0.63
O -1.31584 0.27532 0.08830 -0.06
C 0.15402 1.89205 -0.88619 -0.04
H -0.48059 -0.38618 0.03710 -0.08
H -0.07263 1.37814 -1.81842 0.08
H 1.12087 1.49185 -0.58854 0.04
H 0.20916 2.97754 -0.97574 0.07
C 1.10927 -3.15150 0.17682 -0.65
S 1.18885 -1.34163 -0.05463 0.26
H 1.71852 -3.69637 -0.54815 -0.02
H 1.50623 -3.39179 1.16584 -0.02
H 0.07566 -3.48561 0.07287 -0.01
```

Calculated values
* energy relative to the best compared isomer or geometry (same formula, charge and spin): 17.3 kJ/mol
* orbital gap: 0.26702 hartree
* E_HOMO: -0.1177 Eh
* maximum force: 1.93 eV/Å
* 2S+1: 1
* charge: -1



C3H4N2 in the gas phase at a distorted geometry, computed with ωB97M-V/def2-TZVPD.

The geometry in XYZ format:
```
9
Properties=species:S:1:pos:R:3:lowdin_charge:R:1
H -1.69473 -1.26496 0.07455 0.03
N -1.61878 -0.31850 -0.18168 0.11
C -0.40597 0.07563 -0.15835 -0.52
N -0.31743 1.39601 -0.63966 0.07
C 0.70983 -0.69381 0.28827 -0.07
C 1.69693 -1.18772 0.75287 0.13
H 0.57658 1.90375 -0.82376 0.11
H -1.23270 1.89510 -0.72285 0.11
H 2.28627 -1.80550 1.41060 0.04
```

Calculated values
* energy relative to the best compared isomer or geometry (same formula, charge and spin): 227.7 kJ/mol
* orbital gap: 0.37141 hartree
* E_HOMO: -0.3358 Eh
* maximum force: 3.30 eV/Å
* structure (SMILES): [H]/N=C(/N)C#C
* 2S+1: 1
* charge: 0



A molecular structure, C16H15AgN3O3 at a distorted geometry, computed with ωB97M-V/def2-TZVPD.

The geometry in XYZ format:
```
38
Properties=species:S:1:pos:R:3:lowdin_charge:R:1
Ag -0.58651 -0.38653 0.56133 0.81
O 0.38213 1.31613 -2.27496 0.05
C 0.13382 0.84920 -3.38723 -0.39
O 1.85497 -1.26546 -1.95138 0.12
C 1.44144 -1.33636 -3.08309 -0.44
O 1.70171 -2.44906 -3.85443 0.04
N 0.74150 -0.35982 -3.88112 0.07
C 1.24564 -2.25084 -5.18481 -0.15
C 0.41323 -0.98057 -5.21074 -0.11
H 0.66940 -3.13959 -5.49157 0.14
H 2.12668 -2.14350 -5.83546 0.13
H -0.69457 -1.25568 -5.22688 0.15
H 0.73576 -0.33536 -6.07939 0.14
C -0.81954 1.57442 -4.27202 -0.07
C -1.59066 2.65679 -3.86974 0.08
H -0.91746 1.15313 -5.29473 0.09
H -1.72119 3.05953 -2.82947 0.08
H -2.17841 3.16556 -4.66256 0.07
C -2.26839 2.86631 3.09602 -0.04
C -1.98162 2.47657 4.38910 -0.03
C -1.13109 1.37775 4.52122 0.01
C -0.59586 0.68252 3.40722 -0.19
N -0.94640 1.09111 2.16577 -0.02
C -1.71593 2.16801 2.01625 -0.11
C 0.29336 -0.50661 3.49595 -0.20
C 0.74077 -1.05968 4.71781 0.01
C 1.59915 -2.15572 4.77388 -0.03
C 2.02749 -2.66099 3.56128 -0.04
C 1.56597 -2.08683 2.36957 -0.10
N 0.67212 -1.10119 2.34314 0.01
H -2.92343 3.69354 2.91484 0.11
H -2.40488 2.99888 5.24786 0.13
H -0.89696 1.03321 5.50381 0.10
H -1.93598 2.48828 1.00165 0.11
H 0.39404 -0.62380 5.62727 0.10
H 1.92331 -2.59131 5.71969 0.13
H 2.70410 -3.49066 3.53148 0.11
H 1.94228 -2.47136 1.42441 0.12
```

Calculated values
* orbital gap: 0.31839 hartree
* E_HOMO: -0.4479 Eh
* maximum force: 1.96 eV/Å
* 2S+1: 1
* charge: +1



A molecular structure, C16H15N3O3S2Sr at a distorted geometry, computed with ωB97M-V/def2-TZVPD.

The geometry in XYZ format:
```
40
Properties=species:S:1:pos:R:3:lowdin_charge:R:1
Sr 0.30567 1.03697 0.66522 1.43
O -0.61809 1.12728 -1.65754 -0.20
C -1.25637 0.37667 -2.68917 -0.22
C -0.25151 -0.13046 -3.71471 -0.16
C 0.88361 -0.92228 -3.04599 -0.13
C 0.36923 -1.99862 -2.12647 -0.29
C -0.37360 -3.07120 -2.61732 -0.02
C -0.82006 -4.04779 -1.74527 -0.06
C -0.48236 -3.94571 -0.40496 -0.07
C 0.26385 -2.85262 -0.00202 -0.19
N 0.66014 -1.88071 -0.82702 0.11
H -0.28672 1.95365 -2.02920 0.10
H -2.02928 0.97738 -3.17447 0.13
H -1.73288 -0.46446 -2.18619 0.12
H 0.18601 0.71976 -4.24454 0.12
H -0.78441 -0.74740 -4.44256 0.11
H 1.49603 -0.25131 -2.44780 0.06
H 1.50804 -1.37718 -3.81682 0.12
H -0.59104 -3.14104 -3.67578 0.12
H -1.41262 -4.87981 -2.10326 0.11
H -0.79162 -4.69359 0.31248 0.10
H 0.56990 -2.74941 1.03314 0.09
O -2.08406 4.02713 1.64983 -0.22
S -1.23067 2.93916 1.30881 0.59
O -0.31693 3.11659 0.17723 -0.44
N -1.96298 1.52489 1.08086 -0.20
C -1.54871 0.62230 1.95735 -1.03
S -1.80087 -1.00804 1.80812 0.78
C -0.53941 1.11595 2.91822 -0.39
C 0.13969 0.40854 3.89518 -0.01
C 1.18447 1.04407 4.55563 -0.02
C 1.55473 2.34840 4.23509 -0.02
C 0.86174 3.06037 3.26130 0.00
C -0.18729 2.42131 2.63861 -0.34
H -0.14469 -0.60907 4.12469 0.11
H 1.73390 0.51373 5.32179 0.12
H 2.38783 2.80823 4.74817 0.12
H 1.12809 4.07490 2.99489 0.14
N 3.49007 1.43369 -1.14943 -0.12
C 2.52315 1.11971 -0.58608 -0.45
```

Calculated values
* energy relative to the best compared isomer or geometry (same formula, charge and spin): 312.8 kJ/mol
* orbital gap: 0.27578 hartree
* E_HOMO: -0.3413 Eh
* maximum force: 10.86 eV/Å
* 2S+1: 1
* charge: 0